{
  "formula": "C5H10O2",
  "method": "ωB97M-V with the def2-TZVPD basis set",
  "symbols": ["C", "C", "C", "C", "C", "O", "O", "H", "H", "H", "H", "H", "H", "H", "H", "H", "H"],
  "positions_angstrom": [[0.82523, -0.32426, -0.90932], [-0.36984, -0.19017, 0.59256], [-0.36665, 1.15601, 1.14821], [-1.67153, -0.69453, 0.01108], [1.88500, 0.57092, -0.55402], [1.21081, -1.65252, -1.05914], [1.67640, 1.79699, -0.41843], [0.54060, -2.11975, -1.56841], [0.17256, 0.05953, -1.69539], [0.11370, -0.92536, 1.23470], [2.76063, 0.08934, -0.09287], [-1.34561, 1.54906, 1.41513], [0.22877, 1.84045, 0.33784], [0.36940, 1.30282, 1.93683], [-2.39992, -0.83071, 0.81257], [-1.54174, -1.65098, -0.49533], [-2.08783, 0.02316, -0.69601]],
  "max_force_ev_per_a": 3.09,
  "e_tot_ha": -346.91098,
  "de_lowest_kj_mol": 300.5
}

=====

{
  "formula": "C19H26N3",
  "method": "ωB97M-V with the def2-TZVPD basis set",
  "symbols": ["C", "N", "C", "C", "C", "N", "C", "N", "C", "C", "C", "C", "C", "C", "C", "C", "C", "C", "C", "C", "C", "C", "H", "H", "H", "H", "H", "H", "H", "H", "H", "H", "H", "H", "H", "H", "H", "H", "H", "H", "H", "H", "H", "H", "H", "H", "H", "H"],
  "positions_angstrom": [[-3.07945, 0.84198, 3.03921], [-3.02558, 1.73212, 1.80083], [-4.12476, 2.56166, 1.40501], [-2.94736, 0.69463, 0.64935], [-1.78950, -0.31444, 0.69479], [-0.60362, 0.53863, 0.57185], [0.61949, -0.07867, 0.21762], [1.36225, -0.45186, 1.24312], [2.44947, -1.07888, 0.86848], [3.29613, -1.47256, 1.94231], [4.33831, -2.33975, 1.64495], [4.63306, -2.84306, 0.29964], [3.83749, -2.36023, -0.69604], [2.71284, -1.48618, -0.48386], [1.96217, -1.04245, -1.53555], [0.82097, -0.35979, -1.20141], [-0.12663, 0.29466, -2.31696], [0.51170, 0.31913, -3.71111], [1.01753, -1.17549, -3.88171], [2.12861, -1.49412, -2.95495], [-0.44231, 1.65809, 1.48063], [-1.75647, 2.50794, 1.84606], [-3.78536, 1.16223, 3.81538], [-2.08168, 0.93316, 3.42587], [-2.98392, -0.24201, 2.86380], [-4.35783, 3.20517, 2.20774], [-3.73798, 3.11015, 0.51125], [-5.08115, 2.10564, 1.10138], [-3.78998, 0.04586, 0.60924], [-3.03047, 1.24411, -0.33971], [-1.81269, -1.03544, -0.17739], [-1.66139, -0.91545, 1.64355], [2.99247, -1.26937, 2.94810], [4.94188, -2.68686, 2.53549], [5.51948, -3.43039, 0.17000], [3.91058, -2.87052, -1.67325], [-0.40921, 1.28216, -2.02838], [-1.02955, -0.24427, -2.39152], [1.30268, 1.04625, -3.81529], [-0.15171, 0.51796, -4.51331], [0.16531, -1.84988, -3.92693], [1.32876, -1.12180, -4.85651], [2.94597, -0.91917, -3.31631], [2.29039, -2.56491, -3.18199], [-0.01655, 1.30889, 2.46117], [0.19341, 2.25548, 0.96402], [-1.64622, 2.93395, 2.86382], [-1.80961, 3.34767, 1.17754]],
  "charge": 1,
  "max_force_ev_per_a": 4.59,
  "e_tot_ha": -903.53528,
  "smiles": "C[N+]1(C)CCN(c2nc3ccccc3c3c2CCCC3)CC1",
  "de_lowest_kj_mol": 122.0
}

=====

{
  "formula": "C7H14N2S",
  "method": "ωB97M-V with the def2-TZVPD basis set",
  "symbols": ["C", "S", "N", "C", "C", "C", "N", "C", "C", "C", "H", "H", "H", "H", "H", "H", "H", "H", "H", "H", "H", "H", "H", "H"],
  "positions_angstrom": [[-1.85015, 1.87219, -2.81681], [-1.00731, 0.29478, -2.80372], [-0.37478, 0.15201, -1.21751], [0.27213, -0.93233, -0.90830], [0.76620, -1.21787, 0.45050], [-0.23320, -2.19055, 1.08620], [0.85877, -0.04255, 1.39934], [2.31438, 0.44332, 1.36341], [-0.36075, 0.73536, 1.19858], [-0.80340, 0.97194, -0.01957], [-2.58133, 1.76757, -3.56181], [-1.18441, 2.61343, -3.10798], [-2.32934, 2.26383, -1.86187], [0.26134, -1.62068, -1.73901], [1.81683, -1.82679, 0.38360], [-1.18363, -1.90251, 0.93509], [-0.14630, -2.35779, 2.21236], [-0.26966, -3.22987, 0.63794], [0.58099, -0.55031, 2.20594], [2.14444, 1.41433, 1.68214], [3.01779, -0.05844, 1.92967], [2.58271, 0.56778, 0.31346], [-0.67769, 1.11936, 2.18185], [-1.61362, 1.71379, 0.05651]],
  "charge": 2,
  "max_force_ev_per_a": 3.99,
  "e_tot_ha": -782.03711,
  "smiles": "CS[N+]1=C[C@H](C)[N@@H+](C)C=C1",
  "de_lowest_kj_mol": 186.6
}

=====

{
  "formula": "C5H8O",
  "method": "ωB97M-V with the def2-TZVPD basis set",
  "symbols": ["O", "C", "C", "C", "C", "C", "H", "H", "H", "H", "H", "H", "H", "H"],
  "positions_angstrom": [[0.18257, -2.56812, 1.24721], [-0.69162, -1.75799, 1.06010], [-0.46370, -0.26676, 1.05347], [-0.04420, 0.03686, -0.38387], [-0.07137, 1.37064, -1.07164], [1.24197, 0.72764, -0.71821], [-1.72111, -2.07103, 0.77758], [-1.38256, 0.25695, 1.34075], [0.32757, -0.04682, 1.77641], [-0.28920, -0.78170, -1.05831], [-0.38646, 1.36244, -2.11180], [-0.36135, 2.26130, -0.52128], [1.86704, 0.29447, -1.49206], [1.79242, 1.18212, 0.10165]],
  "max_force_ev_per_a": 0.51,
  "e_tot_ha": -270.50258,
  "smiles": "O=CCC1CC1",
  "de_lowest_kj_mol": 145.2
}